(1)
Computed, not measured: a structure of composition C2H4O2P2 in a non-equilibrium geometry, with wB97M-V/def2-TZVPD.

Calculated values
**Highest occupied orbital energy**: -9.2 eV
**E_LUMO**: 0.20 eV
**Total energy**: -911.6825 a.u.

Geometry (Å):
C1 1.239 -0.038 -0.196
C2 -1.179 -0.269 -0.310
O1 2.519 0.390 0.150
O2 -2.581 -0.041 0.074
P1 -0.054 -0.128 1.166
P2 -0.022 1.154 -0.613
H1 1.475 -1.120 -1.037
H2 -1.270 -1.048 -1.064
H3 2.527 0.486 1.135
H4 -2.654 0.614 0.695

***

(2)
Computed, not measured: the molecule C2H4O2S in a non-equilibrium geometry, with wB97M-V/def2-TZVPD.

Calculated values
**Highest occupied orbital energy**: -10.4 eV
**E_LUMO**: 0.71 eV
**Total energy**: -627.1718 a.u.
**Structure (SMILES)**: O=S1(=O)CC1

Geometry (Å):
C1 -0.523 0.021 0.731
C2 -0.554 0.113 -0.865
O1 1.717 1.272 -0.092
O2 1.691 -1.214 0.003
S1 0.989 0.034 -0.019
H1 -0.928 0.749 1.420
H2 -0.651 -1.073 1.147
H3 -0.748 -0.887 -1.077
H4 -0.992 0.986 -1.248

***

(3)
Computed, not measured: a structure of composition C2H4O2S in a non-equilibrium geometry, with wB97M-V/def2-TZVPD.

Calculated values
**Highest occupied orbital energy**: -10.1 eV
**E_LUMO**: -0.85 eV
**Total energy**: -627.1937 a.u.

Geometry (Å):
C1 -0.898 0.114 -0.459
C2 -0.319 -0.637 0.817
H1 1.629 -0.145 -0.678
H2 -1.179 -0.726 -1.257
H3 -1.679 0.687 0.044
H4 1.076 0.742 0.669
O1 0.824 0.012 1.352
O2 -0.710 -1.660 1.329
S1 0.409 0.985 -1.398